Entry 1:
Formula: C9H17N2
Source: the OMol25 dataset
Level of theory: wB97M-V/def2-TZVPD

Summary:
Lowest unoccupied orbital energy ... -0.1209 Eh
Spin multiplicity ... 1
HOMO level ... -12.157 eV
Charge ... +1
Relative energy (zero: lowest compared OMol25 entry of this formula, charge and spin) ... 114.2 kcal/mol

Last column: Mulliken charge in e.
Atoms and positions in Å:
N: 0.140 -2.149 -0.166  -0.238
N: -1.569 0.034 0.036  0.189
C: -0.213 0.253 -0.485  -0.300
C: 2.736 0.199 -1.123  -1.378
C: 2.227 0.634 0.036  0.698
C: 3.172 1.264 1.026  -1.436
C: -1.787 -0.583 1.363  -0.817
C: 0.848 0.517 0.390  -0.182
C: -2.288 1.317 0.016  -1.012
C: 1.071 -2.595 -0.654  -0.112
C: -2.399 -0.712 -1.026  -0.890
H: 1.717 -3.240 -1.198  0.387
H: -2.214 -1.858 -1.143  0.298
H: -0.335 0.386 -1.549  0.399
H: -1.410 -1.668 1.245  0.343
H: -2.352 1.650 -0.956  0.502
H: -1.037 -0.186 2.072  0.322
H: 3.746 0.064 -1.191  0.399
H: 3.752 2.042 0.596  0.404
H: 4.038 0.652 1.363  0.353
H: -3.192 1.240 0.631  0.426
H: 2.064 -0.078 -1.864  0.375
H: -3.539 -0.468 -0.887  0.357
H: 0.741 0.424 1.436  0.245
H: -2.815 -0.645 1.651  0.472
H: 2.687 1.800 1.857  0.364
H: -1.687 2.114 0.481  0.344
H: -2.103 -0.407 -1.958  0.490


Entry 2:
Formula: C9H17N2OS
Source: the OMol25 dataset
Level of theory: wB97M-V/def2-TZVPD

Summary:
Lowest unoccupied orbital energy ... -0.1502 Eh
Spin multiplicity ... 1
HOMO level ... -13.014 eV
Charge ... +1
Relative energy (zero: lowest compared OMol25 entry of this formula, charge and spin) ... 72.3 kcal/mol

Last column: Mulliken charge in e.
Atoms and positions in Å:
S: 0.238 -0.872 1.017  -0.247
O: 0.360 3.521 -0.272  -0.496
N: 0.006 1.305 -0.847  -0.232
N: 2.236 -0.349 -0.590  -0.041
C: -2.051 -1.742 0.424  -1.678
C: 3.246 -1.268 0.059  -0.795
C: -1.963 0.512 1.589  -1.558
C: 0.550 2.362 -0.082  0.233
C: -1.582 -0.137 -2.124  -1.559
C: 1.249 0.253 0.259  0.153
C: 1.575 1.561 0.884  -0.880
C: -1.486 -0.353 0.496  1.180
C: -1.234 0.622 -0.804  0.289
H: -3.095 -1.769 0.730  0.391
H: -2.140 -0.034 2.567  0.314
H: 1.696 -0.983 -1.242  0.471
H: -1.986 1.480 -0.532  0.415
H: 2.684 0.266 -1.307  0.506
H: -0.799 -0.892 -2.341  0.253
H: 3.558 -0.933 1.055  0.357
H: 1.238 1.719 1.972  0.308
H: 2.502 1.980 0.705  0.417
H: 4.045 -1.402 -0.622  0.395
H: -2.799 1.092 1.261  0.496
H: -1.147 1.210 1.767  0.360
H: 2.875 -2.325 0.435  0.284
H: -1.556 -2.423 1.059  0.459
H: -1.755 0.524 -2.946  0.403
H: -1.970 -2.226 -0.564  0.383
H: -2.495 -0.697 -2.008  0.419


Entry 3:
Formula: C9H17N4OPtS
Source: the OMol25 dataset
Level of theory: wB97M-V/def2-TZVPD

Summary:
Lowest unoccupied orbital energy (alpha / beta) ... 0.0186 / 0.0183 Eh
Spin multiplicity ... 2
HOMO level (alpha / beta) ... -5.585 / -5.822 eV
Charge ... 0
Relative energy (zero: lowest compared OMol25 entry of this formula, charge and spin) ... 18.1 kcal/mol

Last column: Mulliken charge in e.
Atoms and positions in Å:
Pt: 0.129 0.494 -0.303  0.560
S: 2.432 0.227 0.089  -0.538
O: 0.645 -0.794 -2.050  -0.821
N: -0.676 1.620 1.659  -0.212
N: -1.660 -1.058 0.905  -0.461
N: -1.616 2.080 -1.028  -0.526
N: 1.767 -1.478 -1.871  0.464
C: 4.103 -2.911 -1.776  -0.128
C: -2.355 -0.266 1.905  -0.598
C: -2.295 2.692 0.108  -0.519
C: 1.933 -2.561 -2.660  -0.183
C: 3.081 -3.305 -2.644  -0.740
C: 3.912 -1.831 -0.964  -0.718
C: -1.335 2.865 1.278  -0.681
C: -1.417 0.744 2.570  -0.648
C: 2.706 -1.086 -0.969  0.456
H: -0.552 3.568 0.985  0.412
H: 0.234 1.816 2.046  0.281
H: 1.085 -2.761 -3.298  0.415
H: -2.011 1.338 3.279  0.286
H: 4.676 -1.507 -0.272  0.357
H: -0.678 0.188 3.151  0.426
H: 5.035 -3.460 -1.742  0.368
H: -1.884 3.306 2.121  0.311
H: -1.024 2.736 -1.518  0.244
H: -2.729 3.671 -0.125  0.386
H: -2.285 -1.544 0.278  0.181
H: -1.031 -1.735 1.315  0.216
H: -2.263 1.683 -1.695  0.192
H: -3.178 0.252 1.411  0.253
H: 3.171 -4.162 -3.294  0.376
H: -2.800 -0.863 2.711  0.374
H: -3.121 2.043 0.397  0.215


Entry 4:
Formula: C9H17NO2S
Source: the OMol25 dataset
Level of theory: wB97M-V/def2-TZVPD

Summary:
Lowest unoccupied orbital energy ... 0.0268 Eh
Spin multiplicity ... 1
HOMO level ... -8.646 eV
Charge ... 0
Relative energy (zero: lowest compared OMol25 entry of this formula, charge and spin) ... 62.6 kcal/mol

Last column: Mulliken charge in e.
Atoms and positions in Å:
S: -1.299 0.509 -1.747  0.397
O: -0.705 -0.369 -2.691  -0.586
O: 1.943 -1.198 -1.131  -0.565
N: 0.461 0.792 0.324  -0.236
C: -1.552 -0.452 -0.178  -0.369
C: -0.011 2.877 -0.895  -1.236
C: 0.352 -1.221 1.729  -1.873
C: 1.815 1.120 0.853  -1.006
C: 0.314 1.382 -0.966  -0.412
C: 0.087 -0.609 0.308  1.023
C: -2.251 0.436 0.916  -1.087
C: 0.881 -1.560 -0.626  0.677
C: 0.351 -2.976 -0.783  -1.247
H: -1.780 1.354 0.779  0.216
H: 0.218 -0.291 2.321  0.497
H: -2.335 -0.140 1.857  0.306
H: 1.019 1.057 -1.702  0.620
H: -1.936 -1.350 -0.458  0.746
H: -0.550 -3.191 -1.492  0.241
H: 2.608 0.357 0.481  0.247
H: 1.296 -3.538 -1.108  0.364
H: 0.791 3.512 -1.143  0.477
H: -0.021 -3.365 0.272  0.274
H: -3.284 0.710 0.644  0.369
H: 1.691 1.059 1.866  0.376
H: -0.440 -1.952 1.956  0.482
H: 1.464 -1.502 1.750  0.328
H: -0.530 3.197 0.080  0.248
H: 2.142 2.132 0.530  0.395
H: -0.739 3.222 -1.747  0.334


Entry 5:
Formula: C9H17NOS
Source: the OMol25 dataset
Level of theory: wB97M-V/def2-TZVPD

Summary:
Lowest unoccupied orbital energy ... -0.0107 Eh
SMILES string ... CSOCN1[C@@H]2CCC[C@H]1CC2
Spin multiplicity ... 1
HOMO level ... -8.578 eV
Charge ... 0
Relative energy (zero: lowest compared OMol25 entry of this formula, charge and spin) ... 101.9 kcal/mol

Last column: Mulliken charge in e.
Atoms and positions in Å:
S: 1.371 -3.282 -1.989  0.044
O: 1.065 -1.651 -1.029  -0.384
N: 1.197 0.825 0.068  -0.149
C: -1.536 -0.072 0.976  -0.537
C: 0.927 0.585 1.523  0.068
C: -0.222 2.592 0.637  -0.633
C: 0.342 1.990 1.879  -0.943
C: -0.243 -0.443 1.688  -0.900
C: -0.213 -3.190 -2.687  -0.774
C: -1.111 0.327 -0.368  -0.672
C: 1.707 -0.314 -0.810  -0.585
C: 0.004 1.398 -0.418  -0.197
H: 1.636 0.264 -1.812  0.269
H: -1.016 -3.441 -2.039  0.296
H: -0.880 -0.584 -0.864  0.075
H: -1.338 2.904 0.730  0.302
H: 0.172 -1.453 1.167  0.258
H: -0.454 -2.142 -3.074  0.227
H: -2.118 -0.966 0.991  0.421
H: 1.653 0.236 2.165  0.495
H: -1.965 0.769 1.594  0.201
H: -0.455 -0.620 2.790  0.408
H: 0.848 2.734 2.435  0.388
H: -0.479 1.766 2.637  0.221
H: 0.206 1.838 -1.407  0.530
H: -1.933 0.782 -0.933  0.398
H: 2.683 -0.521 -0.476  0.464
H: 0.476 3.395 0.237  0.339
H: -0.324 -3.727 -3.614  0.371


Entry 6:
Formula: C9H17O3PS
Source: the OMol25 dataset
Level of theory: wB97M-V/def2-TZVPD

Summary:
Lowest unoccupied orbital energy ... 0.0187 Eh
SMILES string ... CCC[C@]12CO[P@](=S)(OC1)O[C@H]2CC
Spin multiplicity ... 1
HOMO level ... -8.743 eV
Charge ... 0
Relative energy (zero: lowest compared OMol25 entry of this formula, charge and spin) ... 0.0 kcal/mol

Last column: Mulliken charge in e.
Atoms and positions in Å:
S: 2.067 4.461 -0.257  -0.488
P: 1.188 2.725 0.011  0.599
O: 2.241 1.502 0.324  -0.366
O: 0.286 2.284 -1.238  -0.344
O: 0.105 2.730 1.235  -0.359
C: -0.129 0.522 -3.525  -1.493
C: -0.671 -1.014 0.590  -1.634
C: -0.464 1.446 1.446  -0.887
C: -0.544 -1.613 2.007  -0.135
C: 1.534 0.258 0.593  -1.032
C: 0.304 0.048 -2.156  -0.296
C: -0.297 0.952 -1.040  -0.039
C: 0.007 0.385 0.405  1.273
C: -0.990 -3.072 1.959  -1.414
H: -0.401 -3.653 1.217  0.321
H: 1.417 0.100 -2.090  0.253
H: -1.358 0.971 -1.206  0.655
H: 1.884 -0.564 -0.015  0.496
H: -2.042 -3.184 1.734  0.353
H: 0.288 -0.117 -4.299  0.414
H: -1.745 -0.954 0.307  0.462
H: -1.202 0.425 -3.588  0.347
H: -0.054 -0.958 -2.036  0.187
H: 1.792 0.005 1.627  0.445
H: -1.536 1.502 1.389  0.424
H: -1.150 -1.026 2.696  0.318
H: 0.144 1.547 -3.713  0.359
H: 0.528 -1.631 2.335  0.206
H: -0.787 -3.518 2.926  0.422
H: -0.231 -1.733 -0.089  0.481
H: -0.183 1.175 2.451  0.470


Entry 7:
Formula: C9H17O8PSZn
Source: the OMol25 dataset
Level of theory: wB97M-V/def2-TZVPD

Summary:
Lowest unoccupied orbital energy ... -0.4716 Eh
Spin multiplicity ... 1
HOMO level ... -14.844 eV
Charge ... +2

Last column: Mulliken charge in e.
Atoms and positions in Å:
Zn: 0.811 -5.404 -0.739  0.543
S: -2.112 2.431 -2.075  -0.043
P: -1.797 0.529 -1.730  0.618
O: -0.769 -0.259 2.101  -0.480
O: -2.260 -0.883 0.591  -0.494
O: -2.678 -1.281 2.845  -0.482
O: -0.569 -0.076 -2.506  -0.553
O: -3.072 -0.258 -2.159  -0.530
O: -2.430 1.365 0.596  -0.603
O: 0.811 1.975 -1.129  -0.459
O: -0.335 -2.162 -1.100  -0.559
C: -1.662 0.267 0.100  0.496
C: -0.331 0.351 0.838  1.784
C: 0.287 -2.017 0.143  0.067
C: 0.780 -0.594 0.397  -1.048
C: 0.970 2.506 0.178  0.283
C: 2.432 2.612 0.532  -1.563
C: 1.507 -2.933 0.194  -1.866
C: -1.971 -0.822 1.978  0.542
C: 0.175 1.716 1.242  -1.999
H: -3.330 1.269 0.254  0.488
H: 1.482 -0.619 1.212  0.927
H: -0.382 -2.359 0.904  0.653
H: -2.953 -1.219 -2.120  0.413
H: 2.125 -2.779 -0.679  0.511
H: 2.953 3.311 -0.101  0.396
H: 0.223 -1.777 -1.781  0.472
H: 1.039 -3.980 0.171  0.543
H: 0.831 1.548 2.076  0.664
H: 2.889 1.633 0.420  0.377
H: 0.578 3.510 0.174  0.383
H: 2.564 2.933 1.550  0.429
H: -0.282 0.550 -3.184  0.402
H: 2.110 -2.843 1.080  0.535
H: 1.329 -0.243 -0.459  0.392
H: -0.629 2.328 1.607  0.399
H: 1.667 1.673 -1.423  0.361


Entry 8:
Formula: C9H18AgNO3
Source: the OMol25 dataset
Level of theory: wB97M-V/def2-TZVPD

Summary:
Lowest unoccupied orbital energy (alpha / beta) ... -0.2002 / -0.2002 Eh
Spin multiplicity ... 2
HOMO level (alpha / beta) ... -12.434 / -12.350 eV
Charge ... +1

Last column: Mulliken charge in e.
Atoms and positions in Å:
Ag: 4.520 1.138 -0.042  0.286
O: -4.240 -1.139 1.202  -0.321
O: -4.476 -2.180 -0.593  -0.455
O: 2.927 0.024 0.385  -0.571
N: -1.843 -1.410 -1.280  -0.667
C: -2.831 -0.474 -0.723  0.222
C: -0.733 0.870 -0.071  -0.066
C: 1.351 1.745 1.132  -0.609
C: 2.595 -1.151 -0.405  -0.236
C: 1.865 -2.203 0.447  -1.087
C: -0.118 2.043 0.743  -0.918
C: -3.898 -1.331 -0.046  0.478
C: 2.230 1.256 -0.045  -0.061
C: -2.214 0.596 0.227  -1.035
H: 2.033 -0.946 -1.326  0.343
H: -0.692 2.252 1.659  0.435
H: -2.284 0.271 1.279  0.440
H: -0.151 -0.041 0.138  0.043
H: 1.367 1.053 1.986  0.344
H: -3.312 0.059 -1.562  0.280
H: 1.706 1.181 -1.001  0.620
H: -2.369 -2.039 -1.888  0.297
H: -0.187 2.965 0.144  0.343
H: 0.967 -1.767 0.903  0.257
H: 2.533 -2.586 1.230  0.359
H: -2.814 1.515 0.144  0.368
H: -1.210 -0.933 -1.918  0.218
H: 3.540 -1.622 -0.724  0.307
H: -0.601 1.113 -1.142  0.380
H: 1.772 2.688 1.520  0.317
H: 3.038 2.094 -0.193  0.344
H: 1.527 -3.040 -0.179  0.346